179
Properties=species:S:1:pos:R:3 method="wB97M-V/def2-TZVPD" total_energy_ha=-3849.7885 e_homo_ev=-6.169 e_lumo_ev=2.1 homo_lumo_gap_ha=0.3039 total_charge=-1
P 0.2957 0.3110 -0.0329
F -0.7261 1.1268 -0.9758
F -0.9666 -0.4235 0.6866
F 0.4347 -0.9053 -1.0951
F 1.3470 -0.4360 0.9666
F 1.5763 0.9872 -0.7787
F 0.2562 1.5483 1.0033
C 2.2044 -3.5659 0.3411
C 3.0056 -3.3294 1.6154
N 4.3582 -3.9085 1.5754
C 4.2522 -5.3490 1.7119
C 5.5689 -6.0620 1.3957
C 5.2156 -3.3830 2.6542
C 5.2557 -1.8848 2.8087
H 2.7526 -3.2425 -0.5493
H 1.3566 -2.8842 0.2845
H 1.9629 -4.6195 0.2093
H 3.0793 -2.2462 1.7261
H 2.5062 -3.6229 2.5545
H 3.8507 -5.6436 2.6959
H 3.5707 -5.7783 0.9725
H 5.9785 -5.7266 0.4456
H 6.2833 -5.9805 2.2153
H 5.3444 -7.1279 1.2855
H 6.2325 -3.7073 2.4221
H 4.9362 -3.8630 3.6073
H 4.3596 -1.4394 3.2409
H 5.4359 -1.3328 1.8832
H 6.1355 -1.6293 3.4043
C -1.9243 -2.8533 -1.9420
C -1.4030 -3.7592 -3.0410
N -1.9581 -5.1111 -3.0039
C -1.8653 -5.8436 -1.7609
C -0.4474 -6.2683 -1.3599
C -1.7221 -5.8524 -4.2282
C -2.9988 -6.5499 -4.7402
H -2.9142 -3.0423 -1.5155
H -1.9683 -1.8149 -2.2741
H -1.3216 -2.8575 -1.0275
H -1.7895 -3.3419 -3.9724
H -0.3074 -3.7005 -3.0528
H -2.2966 -5.1928 -0.9962
H -2.5033 -6.7286 -1.8136
H -0.0569 -6.8912 -2.1706
H 0.2378 -5.4205 -1.3135
H -0.4349 -6.8410 -0.4344
H -0.9714 -6.6420 -4.0951
H -1.3704 -5.2025 -5.0279
H -2.7548 -7.3216 -5.4742
H -3.6970 -5.8605 -5.2133
H -3.4771 -7.0378 -3.8895
C 0.8457 1.4129 -8.2360
C -0.3127 1.3448 -7.2079
N -0.2345 2.3880 -6.2120
C -0.7639 3.6587 -6.7536
C -0.2661 4.8624 -5.9782
C -1.0415 2.0232 -5.0239
C -0.6044 0.6999 -4.3867
H 1.8013 1.3807 -7.7140
H 0.8706 2.3292 -8.8358
H 0.7217 0.6178 -8.9725
H -1.2483 1.3748 -7.7869
H -0.1438 0.3551 -6.7904
H -0.3523 3.7212 -7.7645
H -1.8533 3.5840 -6.8609
H 0.8201 4.8577 -5.9165
H -0.6089 5.7597 -6.4983
H -0.6611 4.9103 -4.9622
H -2.0968 1.9344 -5.3215
H -0.9112 2.8479 -4.3257
H -1.2433 -0.1616 -4.5824
H -0.6317 0.8071 -3.2972
H 0.4279 0.4147 -4.5933
C -1.7807 1.6089 3.5575
C -2.9743 2.5498 3.3585
N -3.3284 3.3651 4.5011
C -4.4324 4.2878 4.3042
C -4.0972 5.4099 3.3307
C -3.4354 2.6459 5.7689
C -4.6919 1.7755 5.8841
H -1.8462 0.8827 4.3659
H -0.9272 2.2791 3.6445
H -1.7524 1.0085 2.6469
H -2.6637 3.2456 2.5765
H -3.8539 1.9597 3.0361
H -5.2818 3.6925 3.9257
H -4.7716 4.7240 5.2446
H -5.0008 5.9934 3.1268
H -3.3780 6.1368 3.7055
H -3.7623 4.9971 2.3795
H -3.4101 3.3948 6.5671
H -2.5455 2.0626 6.0020
H -4.8855 1.2496 4.9437
H -5.5838 2.3370 6.1551
H -4.5433 0.9463 6.5813
C 3.3085 3.6942 -1.0577
O 4.3961 3.8847 -0.5715
N 3.0302 3.7157 -2.3839
C 1.6803 3.4635 -2.8335
C 4.1172 3.8701 -3.3165
H 2.4343 3.4441 -0.4391
H 0.9773 3.5745 -2.0148
H 1.5529 2.4885 -3.3173
H 1.4640 4.1495 -3.6590
H 4.3319 2.8856 -3.7370
H 3.9836 4.6590 -4.0644
H 5.0192 4.2460 -2.8336
C 0.1633 4.8399 1.2903
O 0.9871 5.4590 1.9237
N -0.3384 5.2549 0.0889
C -1.4707 4.5926 -0.5228
C 0.2581 6.2288 -0.7833
H -0.2699 3.8702 1.5806
H -1.0915 4.0060 -1.3706
H -2.2498 5.2873 -0.8386
H -1.9219 3.8120 0.0915
H -0.3930 7.0974 -0.9254
H 1.2410 6.6026 -0.5082
H 0.3826 5.8159 -1.7896
C -4.2251 -2.9610 3.6056
O -4.1933 -4.1813 3.6773
N -4.0839 -2.2894 2.4444
C -4.3311 -0.8741 2.3359
C -3.9802 -2.9756 1.1762
H -4.3549 -2.2880 4.4676
H -4.7217 -0.4396 3.2570
H -5.1105 -0.6761 1.5917
H -3.4552 -0.3007 2.0193
H -3.1957 -2.5301 0.5680
H -3.7445 -4.0407 1.2037
H -4.9598 -3.0566 0.6907
C 0.6673 -0.9033 4.3276
O 0.8095 -0.2124 5.3144
N -0.0739 -2.0418 4.2423
C -0.2868 -2.7369 2.9987
C -0.7477 -2.5484 5.4110
H 1.1863 -0.7010 3.3759
H 0.1338 -2.3747 2.0657
H -1.3621 -2.8012 2.7884
H 0.0378 -3.7760 3.1277
H -0.8373 -1.8180 6.2109
H -1.7579 -2.8587 5.1289
H -0.2359 -3.4200 5.8312
C 5.2568 2.0210 3.2149
O 5.6070 2.4298 2.1324
N 3.9824 1.7546 3.5677
C 3.6140 1.2223 4.8479
C 2.9107 1.9792 2.6057
H 5.9821 1.7267 3.9983
H 3.1858 0.2227 4.7904
H 2.8586 1.8713 5.3045
H 4.4109 1.2301 5.5936
H 3.2803 2.2856 1.6323
H 2.3560 1.0551 2.4376
H 2.2133 2.6907 3.0535
C 6.4506 0.4875 -0.8681
O 6.2344 1.5791 -0.3885
N 5.5055 -0.4700 -0.9984
C 5.8794 -1.8344 -1.3286
C 4.1747 -0.3230 -0.4128
H 7.4230 0.2281 -1.3162
H 5.3235 -2.1508 -2.2204
H 5.4914 -2.4859 -0.5350
H 6.9526 -1.9536 -1.4423
H 4.0883 -1.0040 0.4304
H 4.0012 0.6940 -0.0794
H 3.4180 -0.5782 -1.1533
C -6.2896 2.0569 -0.8601
O -7.4517 1.6781 -0.8851
N -5.2305 1.2422 -0.9940
C -5.3391 -0.1706 -1.2532
C -3.8740 1.7916 -0.9121
H -6.0492 3.1174 -0.7046
H -5.1087 -0.4347 -2.2883
H -6.3463 -0.5260 -1.0504
H -4.6381 -0.7061 -0.6123
H -3.2723 1.1577 -0.2588
H -3.4475 1.7568 -1.9160
H -3.8087 2.7990 -0.5122


86
Properties=species:S:1:pos:R:3 method="wB97M-V/def2-TZVPD" total_energy_ha=-3397.3101 e_homo_ev="-8.563 / -8.749" e_lumo_ev="-3.5 / -1.5" homo_lumo_gap_ha="0.1864 / 0.2665" de_lowest_kj_mol=180.52
Tl -0.2566 -0.0890 -0.2291
O -0.5305 2.6576 4.2550
C -0.7720 2.3891 2.9643
O -1.7292 1.7794 2.5734
C 0.3608 2.9165 2.1021
O 0.1408 2.7220 0.7350
C -0.8459 3.6069 0.1922
C -1.8560 2.9478 -0.8341
O -2.6279 3.7699 -1.3067
O -1.7515 1.7072 -1.0458
H -1.2216 2.2702 4.8100
H 1.2700 2.3722 2.3732
H 0.5047 3.9750 2.3445
H -0.3494 4.4296 -0.3312
H -1.4682 4.0303 0.9820
C 3.2966 -4.0533 -3.6634
O 2.7495 -2.7939 -3.2806
C 2.1208 -2.6318 -2.1150
O 1.6337 -1.5523 -1.8334
N 2.0537 -3.6964 -1.2791
N 1.4431 -3.5881 -0.0251
H 3.6009 -3.9405 -4.6991
H 2.5524 -4.8488 -3.6019
H 4.1719 -4.2992 -3.0585
H 2.5844 -4.5369 -1.4123
H 1.6938 -2.6940 0.3874
H 0.4352 -3.5666 -0.1483
C 1.8700 -0.6937 4.9877
Si 1.7090 -1.5599 3.3042
C 2.1813 -3.3686 3.5405
C 2.8891 -0.7021 2.0765
C -0.0496 -1.3121 2.7432
Si -1.5935 -2.3415 2.9660
C -2.5947 -1.6048 4.3985
C -1.2270 -4.1582 3.3214
C -2.5954 -2.1563 1.3726
H 2.8657 -0.8492 5.4080
H 1.1431 -1.0941 5.6966
H 1.7031 0.3823 4.9100
H 3.2325 -3.4546 3.8222
H 2.0244 -3.9602 2.6376
H 1.5891 -3.8136 4.3410
H 3.6873 -0.1746 2.6011
H 2.3532 0.0215 1.4581
H 3.3653 -1.4262 1.4108
H -0.3044 -0.2579 2.6709
H -2.0103 -1.5682 5.3199
H -3.4879 -2.1999 4.5982
H -2.9162 -0.5922 4.1487
H -0.7467 -4.2821 4.2929
H -0.5728 -4.5986 2.5666
H -2.1509 -4.7388 3.3399
H -2.6875 -1.0979 1.1170
H -3.6049 -2.5564 1.4843
H -2.1150 -2.6826 0.5445
F -3.7730 -2.5797 -6.4472
C -4.4614 -1.8137 -5.5819
F -4.8974 -0.7408 -6.2473
F -5.5485 -2.5277 -5.2168
C -3.6129 -1.4516 -4.3921
C -4.0080 -1.7872 -3.1088
C -3.1442 -1.4962 -2.0683
N -1.9515 -0.9366 -2.2470
C -1.6101 -0.5688 -3.4763
C -2.4103 -0.7917 -4.5866
H -4.9575 -2.2663 -2.9224
H -3.4202 -1.7183 -1.0457
H -0.6514 -0.0845 -3.5719
H -2.0917 -0.4592 -5.5674
N 1.7969 1.5130 -1.5545
C 1.5984 1.8545 -2.8596
C 2.1382 1.0400 -3.8855
C 1.8341 1.3071 -5.1918
C 0.9756 2.3768 -5.4865
C 0.5052 3.2471 -4.4987
C 0.8221 2.9925 -3.1881
S 0.4635 2.5508 -7.2177
O -0.5092 3.6129 -7.2048
O 1.7461 2.8549 -7.8236
O -0.0474 1.2250 -7.5195
H 1.7335 2.2712 -0.8840
H 2.5450 0.8483 -1.4050
H 2.7588 0.1929 -3.6272
H 2.2174 0.6977 -5.9982
H -0.1200 4.0847 -4.7747
H 0.4502 3.6449 -2.4075